No. 1
Below is 10 unconnected molecules or ions with the total composition C9H36N18O13S at a distorted geometry, with properties calculated with the ωB97M-V functional and the def2-TZVPD basis.

Each line ends with the Mulliken charge.
Element x y z (Å)
S: -11.321300 -1.856696 13.866451  -0.555
O: -11.256369 -2.220319 15.305338  -0.544
O: -10.214843 -0.885015 13.566694  -0.328
O: -11.155221 -3.086586 13.048619  -0.226
O: -12.648814 -1.264171 13.603204  0.450
C: -14.632452 1.220759 15.554417  0.416
O: -14.790510 2.086119 16.373659  -0.645
N: -15.517650 0.080117 15.534415  -0.462
N: -13.667072 1.244610 14.527876  -0.200
H: -16.047143 -0.398534 16.243886  0.273
H: -15.271933 -0.564571 14.781041  0.268
H: -12.919643 1.942320 14.645205  0.280
H: -13.451187 0.337685 14.188658  0.072
C: -8.416081 -1.416024 17.387742  0.290
O: -7.579355 -1.163102 18.243169  -0.704
N: -9.725288 -1.840779 17.612508  -0.172
N: -8.116394 -1.259857 16.018253  -0.062
H: -10.278551 -2.049728 16.783061  0.212
H: -10.178837 -1.829517 18.524670  0.190
H: -7.272950 -0.742456 15.837995  0.249
H: -8.838317 -0.984947 15.397775  0.036
C: -6.973818 -1.960555 12.484374  0.279
O: -5.822278 -2.280484 12.229901  -0.741
N: -7.993942 -2.823432 12.856416  0.075
N: -7.342482 -0.650955 12.460351  -0.194
H: -8.915777 -2.526262 13.123309  -0.153
H: -7.886096 -3.832816 12.746014  0.152
H: -6.608741 0.027222 12.328677  0.204
H: -8.201256 -0.369495 12.899020  0.192
C: -11.540201 2.529860 12.156165  0.495
O: -11.601961 3.723245 11.873937  -0.701
N: -10.904432 2.107221 13.407482  -0.413
N: -12.086681 1.487831 11.448313  -0.156
H: -10.789175 1.107256 13.660968  0.148
H: -10.097005 2.690517 13.664150  0.214
H: -12.338706 1.544118 10.478628  0.242
H: -11.816818 0.556465 11.754306  0.034
C: -9.481200 -5.741573 16.007850  0.449
O: -9.174544 -6.871933 16.369850  -0.703
N: -8.629854 -4.661373 16.054146  -0.294
N: -10.790593 -5.358259 15.564159  -0.135
H: -7.773849 -4.700720 16.580205  0.237
H: -9.026547 -3.727961 16.162785  0.186
H: -11.071534 -4.386387 15.465801  -0.051
H: -11.516163 -6.063597 15.710562  0.228
C: -14.962865 -2.322085 17.153057  0.467
O: -16.113038 -2.308614 17.535676  -0.661
N: -13.907170 -1.736160 17.886169  -0.379
N: -14.473391 -3.164200 16.133672  -0.439
H: -14.186513 -1.058274 18.564188  0.242
H: -13.030685 -1.597183 17.406004  0.214
H: -15.042090 -3.302062 15.302879  0.260
H: -13.513463 -2.948102 15.771490  0.127
C: -10.660094 -1.254105 9.300565  0.305
O: -10.643849 -0.941587 8.123065  -0.685
N: -9.543747 -1.386898 10.148953  -0.175
N: -11.877905 -1.415684 9.992385  -0.148
H: -9.731359 -1.529831 11.129350  0.210
H: -8.622073 -1.417991 9.792314  0.162
H: -12.118433 -1.814700 10.891196  0.077
H: -12.639816 -1.218373 9.377164  0.200
C: -10.192748 -6.398770 11.200022  0.430
O: -9.823301 -7.486095 10.828766  -0.669
N: -10.057392 -5.184619 10.499109  -0.323
N: -10.804310 -6.196797 12.431324  -0.282
H: -10.350000 -4.304362 10.909847  0.246
H: -9.408690 -5.137978 9.763694  0.206
H: -10.651200 -5.287649 12.837104  0.153
H: -10.946664 -6.960562 13.069390  0.223
C: -15.338681 -3.260828 12.298368  0.401
O: -16.453947 -3.716065 12.035924  -0.721
N: -14.269022 -4.081699 12.789970  -0.285
N: -15.137467 -1.915991 12.352177  -0.113
H: -13.323604 -3.650233 12.862927  0.110
H: -14.202974 -4.946888 12.314053  0.246
H: -14.270384 -1.639673 12.813480  -0.067
H: -15.823164 -1.187070 12.225934  0.238

Cartesian forces (eV/Å) of the 2 atoms listed first:
S 0.444 -0.353 0.447
O -0.108 -0.264 0.093

The value obtained for the LUMO energy is 4.24 eV. Its charge is -2. The HOMO energy is -5.47 eV. Its frontier orbital gap is 9.704 eV.



No. 2
Below is 2 unconnected molecules or ions with the total composition CH6ClN2OP at a distorted geometry, with properties calculated with the ωB97M-V functional and the def2-TZVPD basis.

Each line ends with the Mulliken charge.
Element x y z (Å)
C: 3.557750 0.385743 -0.488032  -0.532
N: -1.765645 -0.383417 -1.186509  -0.565
N: -1.918293 -0.574830 1.526550  -0.494
O: -1.648876 1.738737 0.454580  -0.552
P: -1.234858 0.357943 0.215829  0.569
Cl: 2.141285 0.349645 0.474549  -0.093
H: 4.196297 1.228828 -0.658455  0.338
H: 3.456998 -0.375674 -1.187841  0.275
H: -1.317098 -1.349344 -1.443090  0.307
H: -1.431376 0.122190 -1.929826  0.282
H: -2.561573 -0.171579 2.167448  0.225
H: -1.474611 -1.328241 2.054795  0.241

Cartesian forces (eV/Å) of the 2 atoms listed first:
C -0.763 0.024 0.688
N 0.225 -3.925 0.331

The value obtained for the LUMO energy (spin up / spin down) is -0.78 / -0.21 eV. Its charge is 0. The HOMO energy (spin up / spin down) is -8.68 / -7.98 eV. Its frontier orbital gap (spin up / spin down) is 7.903 / 7.769 eV.



No. 3
Below is a gas-phase ion, C10H11INO (charge +1) at a distorted geometry, with properties calculated with the ωB97M-V functional and the def2-TZVPD basis.

Each line ends with the Mulliken charge.
Element x y z (Å)
C: 2.611459 1.029380 0.368804  -0.639
C: 2.464650 -0.345577 0.632452  -0.372
C: 0.991140 -2.400699 0.776580  -0.765
C: 1.594526 1.754330 -0.223255  -0.136
C: 1.295110 -0.972054 0.532291  0.416
C: 0.201903 -0.097817 0.106776  1.181
C: -1.056458 -0.684111 0.519642  -0.623
C: -0.236389 -2.887454 0.580877  -0.581
C: -1.438856 -2.101228 0.319159  -0.586
C: -0.572888 1.941067 -1.257960  -1.321
N: 0.333069 1.164669 -0.308987  0.106
O: -3.378950 1.984312 -0.523924  -0.637
I: -2.562703 0.778218 0.935398  0.628
H: 3.615799 1.532487 0.241332  0.290
H: 3.461514 -0.817873 1.045414  0.284
H: 1.773708 -2.990029 1.173878  0.455
H: 1.889978 2.694164 -0.647040  0.414
H: -4.283456 2.379823 -0.403005  0.302
H: -0.364618 -3.913395 0.508276  0.473
H: -2.367131 -2.353851 0.791341  0.480
H: -1.619246 -2.145959 -0.729056  0.296
H: 0.018099 2.309265 -2.069680  0.421
H: -1.007541 2.817075 -0.733455  0.407
H: -1.362710 1.325256 -1.635866  0.506

Cartesian forces (eV/Å) of the 2 atoms listed first:
C 0.454 1.605 -2.119
C 4.533 0.037 1.909

The value obtained for the LUMO energy (spin up / spin down) is -5.08 / -5.09 eV. Its charge is +1. The HOMO energy (spin up / spin down) is -11.60 / -11.60 eV. Its frontier orbital gap (spin up / spin down) is 6.515 / 6.510 eV.



No. 4
Below is a single C4H8O2 molecule, with properties calculated with the ωB97M-V functional and the def2-TZVPD basis.

Each line ends with the Mulliken charge.
Element x y z (Å)
C: -1.690714 0.750628 0.003553  -0.678
O: -1.354745 -0.615376 -0.071145  -0.383
C: -0.227588 -1.032407 0.654144  -0.361
C: 1.117754 -0.884514 -0.053163  0.691
C: 1.474171 0.458479 -0.645866  -1.102
O: 1.891067 -1.816152 -0.084763  -0.551
H: -1.292249 1.319498 -0.849803  0.239
H: -2.780355 0.827770 -0.018845  0.235
H: -1.339626 1.208835 0.941618  0.339
H: -0.139421 -0.480971 1.608788  0.327
H: -0.367201 -2.092429 0.871338  0.291
H: 2.560403 0.549781 -0.699818  0.352
H: 1.064433 1.287115 -0.063752  0.345
H: 1.066543 0.531634 -1.659847  0.255

Cartesian forces (eV/Å) of the 2 atoms listed first:
C -0.131 0.371 0.003
O 0.048 0.050 -0.089

The value obtained for the LUMO energy is 0.84 eV. Its charge is 0. The HOMO energy is -9.46 eV. Its SMILES is COCC(C)=O. Its frontier orbital gap is 10.295 eV.



Energy relative to the best compared isomer or geometry (same formula, charge and spin) for the records above, in order: 0.890, 1.712, 2.290, 1.518 eV